The following is a DFT calculation (the ωB97M-V functional and the def2-TZVPD basis) of a molecular structure, C33H68CuF3NO16S5 in a non-equilibrium geometry.

Each line ends with the Mulliken spin population.
Element x y z (Å)
C 2.880 -12.166 0.094  0.000
C -0.987 -4.993 6.998  0.000
H -1.822 4.359 -5.361  0.000
H 7.245 0.468 -3.318  0.000
H -0.887 -4.782 5.074  0.000
C -1.140 -1.588 -4.936  0.000
C 7.195 2.302 -2.365  0.000
H 1.282 1.389 -0.203  0.000
H -2.394 -2.395 -6.564  0.000
H -6.598 0.504 -3.582  0.000
H -3.523 -0.434 6.135  0.000
H 3.229 -11.341 2.124  0.000
H -1.414 -0.979 -3.028  0.000
H 4.765 9.890 -2.349  0.000
H 8.152 2.511 -2.842  0.000
S 2.376 9.399 -1.920  0.000
C 0.541 -5.404 7.213  0.000
C 6.851 0.815 -2.363  0.000
H -4.012 -3.033 -4.278  0.000
C 1.579 -8.890 2.516  0.000
H 0.918 -5.565 8.223  0.000
C 7.479 0.055 -1.185  0.000
H 2.999 -13.690 2.023  0.000
C 2.514 -11.913 1.534  0.000
H 0.770 -9.188 3.182  0.000
F 2.219 -1.895 2.481  0.002
H -2.588 6.271 -3.390  0.000
O -6.514 -0.034 -0.716  0.000
H 0.388 -11.461 1.007  0.000
H -6.145 2.430 6.235  0.000
O -2.819 -2.985 -1.976  0.000
H 8.460 -0.278 -1.526  0.000
H -5.035 3.713 6.484  0.000
H 0.951 -11.136 2.683  0.000
C -3.410 0.506 6.676  0.000
H -2.980 -5.493 7.718  0.000
H 0.502 0.265 2.794  0.086
H -3.244 -1.183 -5.448  0.000
H 1.845 -13.117 3.017  0.000
S -1.980 -3.312 -3.170  0.000
H -5.371 0.154 7.945  0.000
H -0.895 2.360 -0.610  0.000
H -1.282 -3.966 7.212  0.000
O -0.064 0.452 1.028  0.012
H -3.956 2.645 8.372  0.000
C 0.378 -0.436 1.969  -0.036
F 2.060 -1.479 0.495  0.003
H 0.231 3.564 0.056  0.000
H -1.217 -0.502 -4.981  0.000
H -3.357 4.668 -7.210  0.000
O 2.353 10.572 -1.108  0.000
C -4.055 6.523 -6.720  0.000
H 1.064 -4.539 6.803  0.000
H 2.552 -9.013 2.992  0.000
C 7.676 0.998 0.043  0.000
Cu -3.877 -1.225 1.069  0.000
H 6.466 2.934 -2.874  0.000
H 1.555 10.942 -3.677  0.000
H -1.743 -6.866 7.496  0.000
H -3.514 4.907 -4.025  0.000
H 2.640 9.219 -5.481  0.000
H 0.957 9.238 -3.824  0.000
N 2.088 -13.255 2.046  0.000
C -2.831 5.541 -6.822  0.000
C -6.733 1.183 -2.740  0.000
C -4.773 2.066 7.943  0.000
H -1.168 6.087 -5.427  0.000
O -4.511 1.043 4.252  0.000
H 3.706 -12.872 0.178  0.000
O -5.471 6.631 -4.501  0.000
H -1.691 -5.654 8.867  0.000
H -4.044 7.533 -7.131  0.000
H 1.281 2.064 1.443  -0.004
H -6.367 2.162 -3.052  0.000
H 3.445 10.601 -4.873  0.000
H 3.790 7.667 -4.084  0.000
H 3.223 -11.235 -0.357  0.000
O -1.289 -5.338 5.745  0.000
H 2.067 -12.574 -0.505  0.000
C -3.008 -3.176 -4.678  0.000
C -1.956 -5.850 7.828  0.000
O 8.338 3.754 -0.272  0.000
H 0.816 -6.280 6.625  0.000
F 2.631 0.036 1.820  0.002
H 6.882 0.590 0.668  0.000
O -0.745 -1.224 2.167  0.886
C -5.130 2.631 6.579  0.000
H -5.047 6.114 -6.908  0.000
H -2.017 5.765 -7.511  0.000
O 5.905 2.927 0.052  0.000
C -2.512 -1.982 -5.562  0.000
S -4.161 6.971 -4.956  0.000
O -3.634 8.312 -4.861  0.000
C 4.224 8.966 -2.555  0.000
H -2.348 0.627 6.889  0.000
C 3.001 9.659 -4.551  0.000
O 1.545 8.253 -1.442  0.000
C -0.858 -1.779 -3.515  0.000
H -0.286 -1.896 -5.538  0.000
C -5.997 0.635 -1.582  0.000
H -3.949 0.096 8.754  0.000
H 5.792 0.563 -2.405  0.000
O -2.690 2.517 5.214  0.000
S -3.939 1.721 5.435  0.000
C 0.661 1.625 0.661  0.010
H 4.685 8.150 -1.998  0.000
C -2.996 5.826 -4.298  0.000
H 0.200 -1.804 -3.255  0.000
S 7.283 2.710 -0.518  0.000
C 1.819 -1.013 1.645  0.041
O -1.232 -4.590 -3.189  0.000
C 1.204 -11.086 1.624  0.000
C 4.056 8.720 -3.993  0.000
O 1.470 -9.705 1.339  0.000
H -5.549 2.237 8.689  0.000
C 1.819 9.885 -3.661  0.000
H 6.756 -0.733 -0.976  0.000
O -4.791 0.883 -1.461  0.000
H 4.919 8.675 -4.658  0.000
C -0.290 2.628 0.257  0.000
H 8.712 1.160 0.340  0.000
H 1.481 -7.827 2.298  0.000
H -0.941 2.753 1.122  0.000
H -7.808 1.275 -2.587  0.000
C -4.369 0.577 7.871  0.000
C -2.035 5.426 -5.427  0.000
H -2.885 -4.145 -5.162  0.000

Computed properties:
- multiplicity = 2
- LUMO energy (alpha / beta) (eV) = -1.92 / -3.13
- DFT total energy (Ha) = -6487.26597
- orbital gap (alpha / beta) (eV) = 4.959 / 3.757